This record from the Open Molecules 2025 dataset describes C37H79AsF6HgN2O15S6 as an isolated structure at a distorted geometry. The level of theory is wB97M-V/def2-TZVPD.

Geometry (Å):
1 Hg -2.95 5.24 -5.20
2 O -7.64 1.26 -6.74
3 C -6.75 2.16 -6.39
4 O -6.61 2.50 -5.18
5 O -5.90 2.58 -7.18
6 H -8.14 1.21 -5.92
7 As -0.12 1.46 -0.44
8 F -1.48 1.29 0.65
9 F 0.31 3.01 0.41
10 F 1.26 1.74 -1.51
11 F -0.56 0.01 -1.30
12 F -1.19 2.37 -1.59
13 F 0.92 0.55 0.72
14 C 0.07 -3.37 9.58
15 C -1.15 -2.74 9.04
16 N -0.74 -1.74 8.02
17 C -0.21 -2.24 6.79
18 C -1.05 -3.15 5.92
19 C -1.84 -0.72 7.80
20 C -1.36 0.52 7.04
21 H 0.69 -3.72 8.75
22 H -0.37 -4.20 10.14
23 H 0.77 -2.84 10.23
24 H -1.91 -3.43 8.68
25 H -1.69 -2.18 9.80
26 H 0.11 -1.39 6.19
27 H 0.68 -2.84 6.97
28 H -1.99 -2.66 5.69
29 H -0.52 -3.44 5.01
30 H -1.14 -4.15 6.35
31 H -2.30 -0.33 8.72
32 H -2.53 -1.29 7.18
33 H -0.34 0.40 6.67
34 H -1.26 1.36 7.73
35 H -2.01 0.84 6.23
36 C -2.41 -10.56 0.62
37 C -1.83 -10.72 -0.75
38 N -1.37 -9.43 -1.19
39 C -1.05 -9.59 -2.64
40 C -2.31 -9.75 -3.44
41 C -0.16 -9.03 -0.50
42 C 0.65 -7.81 -1.03
43 H -3.22 -9.84 0.53
44 H -1.67 -10.23 1.35
45 H -2.70 -11.53 1.02
46 H -0.94 -11.34 -0.63
47 H -2.48 -11.30 -1.42
48 H -0.52 -8.70 -2.99
49 H -0.37 -10.44 -2.72
50 H -2.93 -10.61 -3.21
51 H -2.86 -8.84 -3.21
52 H -2.04 -9.67 -4.50
53 H 0.52 -9.88 -0.44
54 H -0.27 -8.77 0.55
55 H 0.98 -7.90 -2.07
56 H 1.52 -7.71 -0.39
57 H 0.11 -6.87 -1.01
58 C 8.18 0.35 -2.37
59 C 9.63 -0.20 -2.37
60 C 10.38 0.40 -3.58
61 S 9.10 0.36 -4.90
62 O 9.11 -0.89 -5.63
63 O 9.07 1.67 -5.60
64 C 7.63 0.24 -3.76
65 H 8.20 1.38 -2.01
66 H 7.48 -0.17 -1.71
67 H 9.56 -1.29 -2.38
68 H 10.17 0.11 -1.48
69 H 11.35 0.04 -3.93
70 H 10.39 1.47 -3.40
71 H 7.02 -0.62 -4.04
72 H 7.02 1.07 -4.12
73 C 7.69 4.30 4.78
74 C 8.31 5.36 5.73
75 C 8.10 4.95 7.22
76 S 6.38 4.25 7.14
77 O 5.36 5.22 7.59
78 O 6.35 2.97 7.79
79 C 6.24 4.12 5.24
80 H 8.15 3.33 4.96
81 H 7.70 4.63 3.74
82 H 7.78 6.29 5.55
83 H 9.39 5.45 5.65
84 H 8.18 5.79 7.90
85 H 8.86 4.17 7.31
86 H 5.61 4.96 4.95
87 H 5.60 3.31 4.91
88 C 4.64 8.29 -1.28
89 C 5.25 7.05 -1.89
90 C 4.89 7.08 -3.35
91 S 3.29 8.00 -3.50
92 O 2.15 7.11 -3.64
93 O 3.46 9.10 -4.46
94 C 3.21 8.65 -1.78
95 H 5.30 9.15 -1.39
96 H 4.67 8.26 -0.19
97 H 4.69 6.23 -1.45
98 H 6.30 6.94 -1.61
99 H 4.75 6.17 -3.93
100 H 5.62 7.67 -3.90
101 H 2.44 8.12 -1.22
102 H 2.94 9.71 -1.78
103 C -6.98 5.88 2.77
104 C -6.40 7.19 3.31
105 C -5.12 7.56 2.53
106 S -5.71 7.40 0.74
107 O -4.71 7.02 -0.22
108 O -6.62 8.49 0.43
109 C -6.74 5.88 1.24
110 H -8.06 5.83 2.94
111 H -6.51 5.04 3.29
112 H -6.12 7.05 4.35
113 H -7.08 8.03 3.22
114 H -4.35 6.81 2.71
115 H -4.73 8.58 2.58
116 H -6.09 5.03 1.03
117 H -7.57 5.85 0.53
118 C -7.58 -4.01 -0.75
119 C -6.78 -3.19 0.23
120 C -7.32 -1.83 0.42
121 S -9.24 -1.93 0.13
122 O -9.60 -1.10 -1.02
123 O -9.81 -1.92 1.52
124 C -9.09 -3.76 -0.41
125 H -7.25 -5.05 -0.68
126 H -7.24 -3.78 -1.76
127 H -5.72 -3.11 -0.01
128 H -6.92 -3.72 1.17
129 H -6.99 -1.02 -0.23
130 H -7.19 -1.48 1.44
131 H -9.80 -3.99 -1.19
132 H -9.32 -4.33 0.49
133 C -1.34 -2.46 -9.15
134 C -0.56 -1.78 -10.28
135 C -0.53 -0.30 -9.90
136 S -0.04 -0.29 -8.11
137 O -0.60 1.00 -7.53
138 O 1.37 -0.73 -8.02
139 C -1.08 -1.80 -7.78
140 H -1.04 -3.51 -9.15
141 H -2.40 -2.34 -9.37
142 H -0.90 -2.02 -11.29
143 H 0.46 -2.16 -10.26
144 H -1.50 0.21 -9.84
145 H 0.16 0.38 -10.39
146 H -2.03 -1.42 -7.40
147 H -0.61 -2.32 -6.95

Values from the calculation:
HOMO in eV: -8.6
Strongest force on any atom in eV/Å: 3.87
Gap between HOMO and LUMO in eV: 0.933
Spin multiplicity: 1
E in Eh: -8072.3693

Here are the Löwdin charges for atoms 1 to 99, given in e: number 1, Hg, carries 0.62; number 2, O, carries 0.21; number 3, C, carries -0.75; number 4, O, carries 0.20; number 5, O, carries 0.24; number 6, H, carries 0.14; number 7, As, carries 0.83; number 8, F, carries -0.29; number 9, F, carries -0.33; number 10, F, carries -0.29; number 11, F, carries -0.28; number 12, F, carries -0.34; number 13, F, carries -0.31; number 14, C, carries -0.09; number 15, C, carries -0.24; number 16, N, carries -0.11; number 17, C, carries -0.26; number 18, C, carries -0.06; number 19, C, carries -0.19; number 20, C, carries -0.07; number 21, H, carries 0.07; number 22, H, carries 0.08; number 23, H, carries 0.09; number 24, H, carries 0.12; number 25, H, carries 0.12; number 26, H, carries 0.11; number 27, H, carries 0.11; number 28, H, carries 0.07; number 29, H, carries 0.09; number 30, H, carries 0.07; number 31, H, carries 0.12; number 32, H, carries 0.11; number 33, H, carries 0.07; number 34, H, carries 0.07; number 35, H, carries 0.08; number 36, C, carries -0.10; number 37, C, carries -0.30; number 38, N, carries -0.18; number 39, C, carries -0.26; number 40, C, carries -0.09; number 41, C, carries -0.27; number 42, C, carries -0.09; number 43, H, carries 0.08; number 44, H, carries 0.06; number 45, H, carries 0.07; number 46, H, carries 0.11; number 47, H, carries 0.11; number 48, H, carries 0.10; number 49, H, carries 0.12; number 50, H, carries 0.06; number 51, H, carries 0.08; number 52, H, carries 0.07; number 53, H, carries 0.11; number 54, H, carries 0.10; number 55, H, carries 0.05; number 56, H, carries 0.07; number 57, H, carries 0.08; number 58, C, carries -0.22; number 59, C, carries -0.22; number 60, C, carries -0.21; number 61, S, carries 0.72; number 62, O, carries -0.35; number 63, O, carries -0.36; number 64, C, carries -0.21; number 65, H, carries 0.11; number 66, H, carries 0.12; number 67, H, carries 0.11; number 68, H, carries 0.11; number 69, H, carries 0.11; number 70, H, carries 0.09; number 71, H, carries 0.11; number 72, H, carries 0.10; number 73, C, carries -0.22; number 74, C, carries -0.24; number 75, C, carries -0.20; number 76, S, carries 0.70; number 77, O, carries -0.36; number 78, O, carries -0.34; number 79, C, carries -0.20; number 80, H, carries 0.11; number 81, H, carries 0.11; number 82, H, carries 0.11; number 83, H, carries 0.11; number 84, H, carries 0.10; number 85, H, carries 0.10; number 86, H, carries 0.09; number 87, H, carries 0.10; number 88, C, carries -0.25; number 89, C, carries -0.23; number 90, C, carries -0.21; number 91, S, carries 0.71; number 92, O, carries -0.34; number 93, O, carries -0.36; number 94, C, carries -0.19; number 95, H, carries 0.11; number 96, H, carries 0.11; number 97, H, carries 0.12; number 98, H, carries 0.12; number 99, H, carries 0.11

***

This record from the Open Molecules 2025 dataset describes a 4-piece molecular cluster, C37H79N6O8 overall at a distorted geometry. The level of theory is wB97M-V/def2-TZVPD.

Geometry (Å):
1 C 5.05 3.00 -0.53
2 C 6.15 2.03 -1.00
3 C 5.82 1.47 -2.39
4 C 5.83 -0.06 -2.51
5 C 5.05 -0.80 -1.44
6 C 3.54 -0.54 -1.48
7 C 2.76 -1.73 -0.92
8 C 1.43 -1.33 -0.27
9 C 0.19 -1.80 -1.06
10 C -0.98 -0.93 -0.59
11 C -2.33 -1.35 -1.21
12 C -3.14 -0.21 -1.89
13 C -4.68 -0.58 -1.79
14 O -5.44 0.35 -2.20
15 O -5.02 -1.70 -1.35
16 N -2.92 1.11 -1.33
17 C -3.62 1.39 -0.09
18 C -3.20 0.63 1.16
19 C -1.90 1.20 1.74
20 C -2.15 2.55 2.46
21 C -3.15 2.22 -2.21
22 C -2.09 3.34 -2.07
23 O -1.17 3.22 -1.28
24 N -2.22 4.56 -2.86
25 C -2.28 4.26 -4.28
26 C -3.44 5.28 -2.40
27 N -2.83 -0.32 -3.36
28 C -3.62 -1.29 -4.10
29 C -4.61 -0.68 -5.06
30 O -3.50 -2.49 -4.01
31 C -1.49 -0.28 -3.76
32 C -0.65 0.96 -3.56
33 O -0.96 -1.23 -4.32
34 H 5.41 3.60 0.29
35 H 4.77 3.61 -1.37
36 H 4.17 2.43 -0.24
37 H 7.07 2.60 -1.07
38 H 6.27 1.25 -0.25
39 H 4.87 1.84 -2.75
40 H 6.58 1.85 -3.08
41 H 5.48 -0.32 -3.51
42 H 6.87 -0.41 -2.47
43 H 5.44 -0.64 -0.44
44 H 5.17 -1.87 -1.63
45 H 3.32 0.37 -0.93
46 H 3.27 -0.37 -2.52
47 H 3.39 -2.21 -0.17
48 H 2.55 -2.41 -1.73
49 H 1.37 -0.24 -0.26
50 H 1.34 -1.70 0.75
51 H 0.42 -1.57 -2.10
52 H -0.01 -2.86 -0.93
53 H -0.70 0.10 -0.79
54 H -1.03 -1.07 0.49
55 H -2.92 -1.81 -0.44
56 H -2.12 -2.13 -1.92
57 H -3.41 2.43 0.15
58 H -4.71 1.37 -0.19
59 H -3.19 -0.45 1.07
60 H -3.96 0.85 1.91
61 H -1.44 0.51 2.44
62 H -1.23 1.41 0.92
63 H -3.19 2.82 2.34
64 H -1.58 3.36 2.02
65 H -1.97 2.46 3.52
66 H -4.09 2.71 -1.92
67 H -3.27 1.99 -3.26
68 H -1.34 3.85 -4.64
69 H -3.10 3.60 -4.56
70 H -2.42 5.20 -4.81
71 H -3.18 6.31 -2.21
72 H -4.23 5.17 -3.14
73 H -3.77 4.83 -1.47
74 H -5.49 -1.30 -5.11
75 H -4.89 0.30 -4.70
76 H -4.14 -0.55 -6.03
77 H -1.18 1.86 -3.82
78 H 0.21 0.86 -4.21
79 H -0.27 1.02 -2.55
80 C -3.32 7.88 5.40
81 C -4.07 6.86 4.55
82 C -3.45 5.46 4.58
83 O -2.28 5.31 3.81
84 C -1.09 5.76 4.42
85 N -4.18 7.38 3.18
86 H -2.41 8.23 4.92
87 H -3.94 8.76 5.57
88 H -3.05 7.47 6.38
89 H -5.08 6.77 4.96
90 H -4.17 4.76 4.14
91 H -3.28 5.12 5.61
92 H -1.10 5.59 5.51
93 H -0.91 6.82 4.21
94 H -0.26 5.19 3.99
95 H -4.78 6.76 2.64
96 H -3.27 7.29 2.74
97 C 3.52 -3.59 5.52
98 C 4.43 -3.72 4.30
99 C 3.89 -3.02 3.04
100 O 2.84 -3.70 2.39
101 C 1.55 -3.51 2.95
102 N 4.69 -5.14 4.06
103 H 2.66 -4.25 5.47
104 H 4.07 -3.84 6.43
105 H 3.15 -2.56 5.63
106 H 5.38 -3.24 4.55
107 H 4.70 -2.98 2.31
108 H 3.60 -1.98 3.26
109 H 1.42 -2.50 3.36
110 H 1.36 -4.26 3.72
111 H 0.82 -3.65 2.16
112 H 5.39 -5.23 3.33
113 H 3.85 -5.55 3.66
114 C 1.37 -8.25 -1.96
115 C 2.19 -7.38 -1.01
116 C 1.38 -6.77 0.14
117 O 0.57 -5.68 -0.22
118 C -0.67 -6.02 -0.81
119 N 2.88 -6.35 -1.80
120 H 0.77 -7.65 -2.64
121 H 2.03 -8.87 -2.57
122 H 0.70 -8.91 -1.41
123 H 2.95 -8.02 -0.56
124 H 2.10 -6.37 0.87
125 H 0.79 -7.54 0.66
126 H -1.09 -6.95 -0.39
127 H -0.57 -6.12 -1.89
128 H -1.37 -5.21 -0.62
129 H 3.52 -5.84 -1.19
130 H 2.19 -5.65 -2.06

Values from the calculation:
HOMO in eV: -4.8
Strongest force on any atom in eV/Å: 1.85
Net charge: -1
Gap between HOMO and LUMO in eV: 7.033
Spin multiplicity: 1
E in Eh: -2387.6074

Here are the Löwdin charges for atoms 1 to 99, given in e: number 1, C, carries -0.10; number 2, C, carries -0.25; number 3, C, carries -0.22; number 4, C, carries -0.22; number 5, C, carries -0.23; number 6, C, carries -0.20; number 7, C, carries -0.19; number 8, C, carries -0.19; number 9, C, carries -0.18; number 10, C, carries -0.19; number 11, C, carries -0.08; number 12, C, carries -0.28; number 13, C, carries -0.65; number 14, O, carries -0.05; number 15, O, carries -0.02; number 16, N, carries -0.04; number 17, C, carries -0.17; number 18, C, carries -0.17; number 19, C, carries -0.24; number 20, C, carries -0.11; number 21, C, carries -0.13; number 22, C, carries -0.42; number 23, O, carries 0.10; number 24, N, carries -0.16; number 25, C, carries -0.10; number 26, C, carries -0.06; number 27, N, carries 0.07; number 28, C, carries -0.43; number 29, C, carries 0.01; number 30, O, carries 0.14; number 31, C, carries -0.44; number 32, C, carries 0.03; number 33, O, carries 0.07; number 34, H, carries 0.06; number 35, H, carries 0.07; number 36, H, carries 0.06; number 37, H, carries 0.09; number 38, H, carries 0.09; number 39, H, carries 0.10; number 40, H, carries 0.10; number 41, H, carries 0.11; number 42, H, carries 0.10; number 43, H, carries 0.10; number 44, H, carries 0.11; number 45, H, carries 0.09; number 46, H, carries 0.12; number 47, H, carries 0.09; number 48, H, carries 0.11; number 49, H, carries 0.10; number 50, H, carries 0.09; number 51, H, carries 0.10; number 52, H, carries 0.11; number 53, H, carries 0.08; number 54, H, carries 0.10; number 55, H, carries 0.10; number 56, H, carries 0.11; number 57, H, carries 0.11; number 58, H, carries 0.12; number 59, H, carries 0.10; number 60, H, carries 0.11; number 61, H, carries 0.09; number 62, H, carries 0.08; number 63, H, carries 0.06; number 64, H, carries 0.06; number 65, H, carries 0.06; number 66, H, carries 0.12; number 67, H, carries 0.11; number 68, H, carries 0.08; number 69, H, carries 0.08; number 70, H, carries 0.08; number 71, H, carries 0.08; number 72, H, carries 0.08; number 73, H, carries 0.08; number 74, H, carries 0.08; number 75, H, carries 0.07; number 76, H, carries 0.08; number 77, H, carries 0.04; number 78, H, carries 0.09; number 79, H, carries 0.08; number 80, C, carries -0.08; number 81, C, carries -0.43; number 82, C, carries -0.21; number 83, O, carries -0.21; number 84, C, carries -0.10; number 85, N, carries 0.04; number 86, H, carries 0.06; number 87, H, carries 0.07; number 88, H, carries 0.08; number 89, H, carries 0.13; number 90, H, carries 0.12; number 91, H, carries 0.12; number 92, H, carries 0.09; number 93, H, carries 0.07; number 94, H, carries 0.09; number 95, H, carries 0.07; number 96, H, carries 0.07; number 97, C, carries -0.07; number 98, C, carries -0.43; number 99, C, carries -0.22